1.
The following is a quantum chemistry calculation of one molecule with the formula CH2FNO2 in a non-equilibrium geometry, from OMol25.

CARTESIAN COORDINATES (ANGSTROEM)
C1 -0.610 0.056 0.017
N1 0.811 0.188 -0.026
O1 1.583 1.081 -0.059
O2 1.218 -1.465 -0.153
F1 -1.170 1.245 -0.128
H1 -0.824 -0.879 -0.628
H2 -1.007 -0.225 0.976

Calculated values
Orbital gap (alpha / beta) ... 8.66 / 8.66 eV
Calculated total energy ... -344.16563 hartree
Structure (SMILES) ... O=[N+]([O-])CF
ΔE to the lowest compared entry with this formula, charge and spin ... 480.00 kJ/mol
Strongest force on any atom ... 8.2 eV/A
Net charge ... 0


2.
The following is a quantum chemistry calculation of C11H26CdF6N2O9S2 as an isolated structure in a non-equilibrium geometry, from OMol25.

CARTESIAN COORDINATES (ANGSTROEM)
Cd1 -1.165 1.518 0.546
C1 1.374 0.425 3.756
F1 1.148 -0.766 4.265
F2 2.234 1.069 4.544
F3 1.872 0.305 2.535
S1 -0.195 1.405 3.667
O1 -0.775 1.399 4.964
O2 0.225 2.681 3.169
N1 -1.098 0.648 2.529
S2 -2.000 -0.593 3.051
O3 -2.366 -1.406 1.939
O4 -1.492 -1.267 4.189
C2 -3.589 0.214 3.613
F4 -3.419 0.697 4.838
F5 -3.903 1.235 2.798
F6 -4.569 -0.678 3.634
C3 1.709 1.345 -2.293
C4 1.226 -0.100 -2.426
C5 2.446 -0.760 -3.074
C6 2.368 -2.274 -2.961
C7 2.243 -2.678 -1.494
C8 0.988 -2.076 -0.829
N2 0.889 -0.664 -1.151
O5 -0.268 -0.139 -0.574
C9 1.201 -2.204 0.678
C10 -0.185 -2.944 -1.312
C11 0.037 -0.131 -3.416
H1 2.503 1.400 -1.538
H2 0.917 2.082 -2.132
H3 2.179 1.743 -3.201
H4 3.431 -0.469 -2.699
H5 2.466 -0.532 -4.144
H6 3.307 -2.722 -3.307
H7 1.572 -2.658 -3.604
H8 3.182 -2.434 -0.992
H9 2.101 -3.762 -1.499
H10 2.133 -1.709 0.943
H11 1.116 -3.241 1.002
H12 0.412 -1.643 1.187
H13 -0.417 -2.870 -2.371
H14 -1.054 -2.471 -0.825
H15 -0.160 -3.967 -0.943
H16 -0.726 0.610 -3.169
H17 -0.495 -1.061 -3.223
H18 0.361 -0.041 -4.451
O6 -3.182 0.678 -0.041
H19 -3.812 1.160 -0.585
H20 -3.540 -0.215 0.051
O7 -1.421 2.627 -1.461
H21 -2.256 2.932 -1.833
H22 -0.760 2.822 -2.133
O8 -1.984 3.415 1.329
H23 -1.834 3.646 2.257
H24 -2.445 4.169 0.946
O9 0.827 2.565 0.493
H25 1.499 2.314 -0.156
H26 1.142 3.370 0.915

Calculated values
Orbital gap ... 5.18 eV
Calculated total energy ... -2784.63406 hartree
ΔE to the lowest compared entry with this formula, charge and spin ... 22.91 kJ/mol
Strongest force on any atom ... 2.4 eV/A
Net charge ... 0


3.
The following is a quantum chemistry calculation of one molecule with the formula C23H27N3O3S, from OMol25.

CARTESIAN COORDINATES (ANGSTROEM)
C1 -7.989 -0.211 -0.133
C2 -6.559 -0.185 -0.651
O1 -5.797 0.614 0.232
C3 -4.478 0.810 -0.027
C4 -3.796 1.627 0.878
C5 -2.455 1.888 0.711
C6 -1.755 1.336 -0.360
C7 -2.430 0.530 -1.265
C8 -3.779 0.268 -1.100
H1 -4.273 -0.364 -1.821
H2 -1.899 0.099 -2.097
N1 -0.390 1.642 -0.478
C9 0.518 1.142 -1.348
O2 0.301 0.285 -2.179
C10 1.903 1.756 -1.160
H3 2.443 1.699 -2.107
C11 2.705 1.006 -0.076
N2 3.604 0.014 -0.607
C12 4.885 0.319 -0.339
S1 6.225 -0.499 -0.800
N3 4.909 1.486 0.413
C13 3.657 1.969 0.629
O3 3.361 2.973 1.230
C14 6.122 2.107 0.876
H4 6.755 2.367 0.027
H5 6.669 1.419 1.522
H6 5.845 3.003 1.428
C15 3.179 -1.156 -1.338
C16 3.379 -2.450 -0.544
H7 4.449 -2.642 -0.447
H8 2.948 -3.266 -1.124
C17 2.772 -2.410 0.860
C18 1.312 -2.046 0.920
C19 0.386 -2.578 0.031
C20 -0.957 -2.264 0.137
C21 -1.401 -1.417 1.137
C22 -0.489 -0.874 2.025
C23 0.855 -1.187 1.915
H9 1.559 -0.774 2.627
H10 -0.824 -0.210 2.807
H11 -2.450 -1.180 1.227
H12 -1.662 -2.686 -0.563
H13 0.712 -3.251 -0.747
H14 3.341 -1.708 1.476
H15 2.898 -3.400 1.310
H16 3.766 -1.219 -2.260
H17 2.128 -1.020 -1.596
H18 2.011 0.560 0.650
H19 1.815 2.804 -0.865
H20 -0.056 2.310 0.204
H21 -1.941 2.523 1.419
H22 -4.345 2.046 1.706
H23 -6.150 -1.205 -0.686
H24 -6.530 0.240 -1.664
H25 -8.608 -0.818 -0.787
H26 -8.012 -0.627 0.870
H27 -8.388 0.799 -0.099

Calculated values
Orbital gap ... 8.73 eV
Calculated total energy ... -1680.88589 hartree
Structure (SMILES) ... CCOc1ccc(NC(=O)C[C@@H]2C(=O)N(C)C(=S)N2CCCc2ccccc2)cc1
ΔE to the lowest compared entry with this formula, charge and spin ... 0.00 kJ/mol
Strongest force on any atom ... 0.7 eV/A
Net charge ... 0


4.
The following is a quantum chemistry calculation of one molecule with the formula C3H3FO in a non-equilibrium geometry, from OMol25.

CARTESIAN COORDINATES (ANGSTROEM)
C1 0.210 0.424 -0.609
C2 -0.024 -0.893 -0.343
C3 -1.719 0.226 0.312
O1 -1.200 -1.068 0.223
F1 -2.813 0.476 -0.522
H1 1.025 1.183 -0.941
H2 0.685 -1.822 -0.230
H3 -1.770 0.741 1.302

Calculated values
Orbital gap (alpha / beta) ... 9.66 / 9.66 eV
Calculated total energy ... -291.04190 hartree
ΔE to the lowest compared entry with this formula, charge and spin ... 351.28 kJ/mol
Strongest force on any atom ... 4.5 eV/A
Net charge ... 0


5.
The following is a quantum chemistry calculation of one molecule with the formula C4H9N in a non-equilibrium geometry, from OMol25.

CARTESIAN COORDINATES (ANGSTROEM)
C1 0.942 -0.634 -0.133
C2 -0.365 -0.177 0.511
C3 -1.152 0.900 -0.156
C4 -1.697 -0.479 -0.130
H1 2.897 0.112 -0.366
H2 1.768 1.298 -0.196
H3 0.683 -0.779 -1.242
H4 1.151 -1.640 0.220
H5 -0.326 -0.066 1.569
H6 -1.672 1.591 0.479
H7 -0.814 1.287 -1.127
H8 -2.585 -0.700 0.518
H9 -1.622 -1.019 -1.102
N1 2.023 0.322 0.100

Calculated values
Orbital gap ... 10.40 eV
Calculated total energy ... -212.51847 hartree
Structure (SMILES) ... NCC1CC1
ΔE to the lowest compared entry with this formula, charge and spin ... 85.86 kJ/mol
Strongest force on any atom ... 2.1 eV/A
Net charge ... 0


6.
The following is a quantum chemistry calculation of C20H27N4O2PdS2 as an isolated structure in a non-equilibrium geometry, from OMol25.

CARTESIAN COORDINATES (ANGSTROEM)
Pd1 -8.762 -11.525 -11.883
N1 -8.093 -13.602 -11.885
C1 -7.536 -13.911 -10.520
C2 -7.107 -12.644 -9.803
N2 -8.152 -11.589 -9.832
H1 -8.769 -14.272 -12.251
H2 -7.321 -13.520 -12.555
H3 -6.689 -14.575 -10.606
H4 -8.344 -14.383 -9.968
H5 -6.269 -12.226 -10.302
H6 -6.793 -12.906 -8.791
H7 -7.709 -10.700 -9.589
H8 -8.843 -11.712 -9.091
C3 -11.954 -9.011 -19.649
C4 -10.561 -8.960 -19.110
C5 -9.697 -7.913 -19.461
C6 -8.367 -7.741 -18.930
C7 -7.892 -8.693 -18.070
C8 -8.753 -9.753 -17.692
N3 -8.299 -10.665 -16.832
C9 -6.948 -10.940 -16.450
C10 -6.044 -11.078 -17.478
C11 -4.698 -11.273 -17.140
C12 -4.286 -11.380 -15.835
C13 -5.180 -11.298 -14.794
C14 -6.509 -11.094 -15.110
C15 -7.352 -11.126 -13.948
O1 -6.851 -11.177 -12.769
O2 -8.574 -11.307 -14.097
C16 -10.090 -9.886 -18.214
C17 -11.026 -10.996 -17.839
H9 -12.195 -8.158 -20.297
H10 -12.689 -8.991 -18.842
H11 -12.131 -9.937 -20.189
H12 -10.050 -7.185 -20.207
H13 -7.788 -6.872 -19.185
H14 -6.913 -8.642 -17.612
H15 -8.987 -11.204 -16.340
H16 -6.432 -11.109 -18.488
H17 -3.997 -11.348 -17.937
H18 -3.238 -11.532 -15.646
H19 -4.829 -11.396 -13.788
H20 -11.417 -11.437 -18.753
H21 -11.869 -10.661 -17.233
H22 -10.608 -11.860 -17.294
S1 -11.694 -11.515 -11.901
C18 -12.335 -11.353 -10.302
N4 -13.311 -12.092 -9.872
C19 -13.671 -11.976 -8.486
C20 -13.162 -10.609 -8.031
S2 -11.809 -10.219 -9.179
H23 -13.828 -12.751 -10.475
H24 -13.228 -12.831 -7.956
H25 -14.746 -12.044 -8.386
H26 -12.687 -10.593 -7.046
H27 -13.874 -9.790 -8.099

Calculated values
Orbital gap (alpha / beta) ... 6.75 / 3.88 eV
Calculated total energy ... -2071.07470 hartree
Strongest force on any atom ... 2.2 eV/A
Net charge ... +3
Multiplicity ... 5


7.
The following is a quantum chemistry calculation of C41H45O6SiSn as an isolated structure in a non-equilibrium geometry, from OMol25.

CARTESIAN COORDINATES (ANGSTROEM)
C1 0.253 -1.088 -6.244
C2 -0.007 -1.684 -4.845
C3 -0.172 0.405 -6.171
C4 -1.047 0.528 -4.916
H1 -0.755 0.600 -7.076
H2 0.711 1.051 -6.174
C5 -1.209 -0.886 -4.327
H3 0.895 -1.501 -4.245
H4 -0.183 -2.769 -4.898
C6 -1.277 -0.676 -2.825
H5 -2.129 -1.379 -4.676
H6 -2.041 0.916 -5.177
C7 -0.510 1.394 -3.697
C8 1.660 -1.313 -6.741
C9 -0.548 -1.783 -7.359
O1 -1.171 -1.193 -8.231
O2 2.623 -1.532 -6.022
O3 1.734 -1.295 -8.084
O4 -0.489 -3.123 -7.334
C10 -1.114 -3.681 -8.506
H7 -0.991 -4.759 -8.409
H8 -0.624 -3.303 -9.415
H9 -2.175 -3.413 -8.542
C11 3.051 -1.596 -8.535
H10 3.778 -0.955 -8.023
H11 3.030 -1.402 -9.609
H12 3.275 -2.653 -8.331
O5 -0.583 0.537 -2.484
H13 -0.845 -1.508 -2.243
H14 -2.323 -0.523 -2.496
C12 -1.428 2.600 -3.495
C13 0.948 1.826 -3.835
H15 1.064 2.496 -4.700
H16 1.622 0.966 -3.950
H17 1.258 2.373 -2.934
H18 -1.137 3.168 -2.600
H19 -2.478 2.295 -3.390
H20 -1.352 3.272 -4.364
Sn1 -0.088 0.804 0.589
C14 -2.282 -1.020 2.232
C15 -2.664 -0.781 0.873
C16 -2.295 -1.939 0.123
H21 -3.224 0.073 0.506
C17 -1.613 -2.826 0.988
C18 -1.606 -2.262 2.288
H22 -1.204 -2.712 3.186
H23 -2.547 -0.422 3.100
H24 -2.536 -2.125 -0.923
H25 -1.176 -3.785 0.709
C19 2.299 -0.204 1.017
C20 1.934 -1.159 2.029
C21 1.505 -2.336 1.394
H26 2.070 -1.007 3.099
C22 1.639 -2.166 -0.014
C23 2.117 -0.861 -0.262
H27 2.334 -0.432 -1.243
H28 2.835 0.721 1.217
H29 1.178 -3.246 1.884
H30 1.463 -2.943 -0.752
O6 -0.020 1.018 2.645
Si1 0.062 1.278 4.243
C24 -0.924 0.031 5.237
C25 -2.142 0.362 5.840
C26 -2.873 -0.618 6.516
C27 -2.387 -1.923 6.618
C28 -1.152 -2.243 6.045
C29 -0.412 -1.266 5.367
C30 1.746 1.156 5.043
C31 1.850 0.795 6.396
C32 3.102 0.698 7.020
C33 4.265 0.966 6.293
C34 4.164 1.332 4.951
C35 2.916 1.448 4.327
C36 -0.634 2.933 4.718
C37 -1.868 3.338 4.198
C38 -2.392 4.587 4.546
C39 -1.655 5.457 5.360
C40 -0.400 5.064 5.837
C41 0.113 3.809 5.502
H31 -2.525 1.386 5.784
H32 -3.825 -0.354 6.980
H33 -2.951 -2.688 7.152
H34 -0.751 -3.247 6.135
H35 0.563 -1.524 4.945
H36 0.957 0.566 6.982
H37 3.160 0.418 8.069
H38 5.241 0.899 6.773
H39 5.067 1.537 4.376
H40 2.842 1.761 3.286
H41 -2.423 2.685 3.512
H42 -3.384 4.869 4.204
H43 -2.065 6.434 5.632
H44 0.165 5.725 6.487
H45 1.115 3.527 5.845

Calculated values
Orbital gap ... 5.51 eV
Calculated total energy ... -2544.63053 hartree
Strongest force on any atom ... 2.0 eV/A
Net charge ... -1


8.
The following is a quantum chemistry calculation of a 2-piece molecular cluster, C4H9N4 overall in a non-equilibrium geometry, from OMol25.

CARTESIAN COORDINATES (ANGSTROEM)
C1 -2.556 0.559 0.541
C2 0.467 -0.752 0.600
C3 -2.199 -0.929 -1.533
C4 -2.033 -0.719 0.065
N1 -2.955 1.478 1.068
N2 -0.681 -0.754 0.456
N3 1.641 -0.570 0.879
N4 3.085 1.644 0.394
H1 -3.060 -1.502 -1.596
H2 -1.411 -1.442 -2.199
H3 -2.308 0.033 -2.084
H4 -2.385 -1.510 0.772
H5 2.771 2.158 -0.359
H6 2.456 -1.308 0.967
H7 2.120 0.353 0.548
H8 3.922 1.189 0.194
H9 3.124 2.073 1.286

Calculated values
Orbital gap ... 11.68 eV
Calculated total energy ... -376.50887 hartree
ΔE to the lowest compared entry with this formula, charge and spin ... 257.63 kJ/mol
Strongest force on any atom ... 7.0 eV/A
Net charge ... +1


Question: Look up the strongest force on any atom of the sixth one.
Answer: 2.2 eV/A